Entry 1:
Below is a molecular structure, C4H7NOS, with properties calculated with ωB97M-V with the def2-TZVPD basis set.

CARTESIAN COORDINATES (ANGSTROEM)
C1 1.59 1.29 -0.64
C2 0.93 0.12 -0.45
C3 -0.57 0.46 0.67
C4 1.20 -1.26 -1.00
N1 -0.61 1.31 1.55
O1 -3.22 -0.31 0.98
S1 -1.88 -0.54 0.03
H1 2.41 1.10 -1.30
H2 1.26 2.14 -0.15
H3 1.09 -1.96 -0.14
H4 2.08 -1.45 -1.46
H5 0.38 -1.41 -1.72
H6 -1.55 1.46 1.95
H7 -3.13 -0.96 1.67

For the LUMO energy, the calculation gives 0.3700 eV. Its spin multiplicity is 1. The total energy is -684.68215 Eh. The calculation puts the HOMO energy at -9.33 eV.

***

Entry 2:
Below is a molecular structure, C5H11NO, with properties calculated with ωB97M-V with the def2-TZVPD basis set.

CARTESIAN COORDINATES (ANGSTROEM)
C1 -0.72 0.56 0.46
C2 0.18 -0.63 0.47
C3 -0.98 1.21 -0.85
N1 0.15 -1.43 -0.76
C4 1.56 -0.03 0.73
C5 2.52 0.08 -0.18
O1 -2.46 -0.20 1.15
H1 -3.16 0.33 0.74
H2 -1.63 0.59 1.44
H3 -0.07 -1.22 1.37
H4 0.80 -2.20 -0.69
H5 -0.78 -1.82 -0.86
H6 1.71 0.33 1.74
H7 0.00 1.55 -1.22
H8 -1.36 0.55 -1.63
H9 -1.61 2.10 -0.76
H10 2.37 -0.27 -1.20
H11 3.48 0.51 0.07

For the LUMO energy, the calculation gives 0.5614 eV. Its spin multiplicity is 1. The total energy is -326.94958 Eh. The calculation puts the HOMO energy at -8.55 eV.

***

Entry 3:
Below is 2 unconnected molecules or ions with the total composition C4H13NO, with properties calculated with ωB97M-V with the def2-TZVPD basis set.

CARTESIAN COORDINATES (ANGSTROEM)
C1 -1.06 0.12 -1.78
C2 -0.04 -1.02 -1.68
N1 -0.18 -1.92 -0.55
H1 -0.84 0.92 -1.09
H2 -1.06 0.54 -2.79
H3 -2.06 -0.26 -1.57
H4 0.97 -0.60 -1.64
H5 -0.10 -1.64 -2.59
H6 -1.07 -2.40 -0.60
H7 -0.16 -1.41 0.33
C3 1.48 0.92 1.17
C4 0.27 0.92 2.11
O1 -0.79 0.12 1.65
H8 1.81 -0.11 0.99
H9 2.29 1.48 1.62
H10 1.23 1.37 0.22
H11 0.55 0.49 3.08
H12 -0.07 1.95 2.28
H13 -1.15 0.52 0.84

For the LUMO energy, the calculation gives 0.9453 eV. Its spin multiplicity is 1. The structure (SMILES) is CCN.CCO. The total energy is -290.17470 Eh. The calculation puts the HOMO energy at -8.99 eV.

***

Entry 4:
Below is 2 unconnected molecules or ions with the total composition C2H2F3N2, with properties calculated with ωB97M-V with the def2-TZVPD basis set.

CARTESIAN COORDINATES (ANGSTROEM)
C1 0.72 1.22 0.01
C2 0.79 -0.09 -0.49
N1 -1.69 -1.07 0.56
N2 -0.92 -0.49 1.12
F1 -0.17 -0.46 -1.26
F2 1.46 1.60 1.01
F3 1.55 -1.12 -0.26
H1 0.11 1.98 -0.36
H2 -1.83 -1.57 -0.32

For the LUMO energy (spin up / spin down), the calculation gives -7.3605 / -7.3577 eV. Its spin multiplicity is 1. Its total charge is +1. The total energy is -486.08759 Eh. The calculation puts the HOMO energy (spin up / spin down) at -14.72 / -14.72 eV.

***

Entry 5:
Below is a molecular structure, C6H9O6S2, with properties calculated with ωB97M-V with the def2-TZVPD basis set.

CARTESIAN COORDINATES (ANGSTROEM)
C1 -1.17 -0.98 -2.29
C2 0.12 0.82 0.20
C3 -0.76 -0.43 -0.27
C4 2.36 0.26 -0.66
C5 -2.64 -2.08 1.14
C6 1.16 1.27 -0.70
O1 -2.29 -1.35 -2.21
O2 -0.27 -0.74 -3.02
O3 -2.27 0.95 1.50
O4 -2.20 1.86 -0.80
O5 -0.58 -0.97 2.42
O6 -0.12 -2.61 0.66
S1 -1.65 0.98 0.19
S2 -0.94 -1.51 1.11
H1 0.52 0.62 1.13
H2 3.24 0.51 -0.13
H3 2.67 -0.28 -1.57
H4 1.91 -0.57 -0.16
H5 -2.69 -3.06 1.61
H6 -3.35 -1.38 1.54
H7 -2.94 -2.18 0.19
H8 0.86 1.46 -1.75
H9 1.46 2.20 -0.18

For the LUMO energy, the calculation gives 3.3066 eV. Its spin multiplicity is 1. Its total charge is -1. The total energy is -1481.79362 Eh. The calculation puts the HOMO energy at -5.25 eV.

***

Entry 6:
Below is a molecular structure, C15H25NO7OsPS3, with properties calculated with ωB97M-V with the def2-TZVPD basis set.

CARTESIAN COORDINATES (ANGSTROEM)
Os1 0.89 -0.42 -0.30
O1 1.26 0.08 -4.36
C1 1.25 -0.33 -3.14
O2 0.81 0.35 -2.19
C2 1.80 -1.68 -2.86
C3 2.36 -2.60 -3.73
C4 2.80 -3.80 -3.19
C5 2.66 -4.06 -1.83
C6 2.08 -3.08 -1.03
N1 1.67 -1.93 -1.56
C7 1.79 -3.07 0.43
O3 2.03 -4.04 1.24
O4 1.27 -2.03 0.90
H1 0.88 0.97 -4.48
H2 2.45 -2.38 -4.79
H3 3.25 -4.55 -3.83
H4 3.00 -5.00 -1.42
H5 2.41 -4.84 0.84
C8 -3.16 -1.43 2.90
C9 -2.76 0.02 3.02
C10 -3.67 0.85 3.88
O5 -2.84 0.66 1.64
P1 -1.94 0.58 0.40
S1 -1.41 -1.13 -0.50
S2 0.07 1.22 0.85
O6 -2.51 1.54 -0.65
C11 -3.36 2.79 -0.38
C12 -4.79 2.38 -0.55
C13 -2.87 3.83 -1.35
H6 -3.18 -1.86 3.90
H7 -2.46 -2.01 2.29
H8 -4.16 -1.52 2.48
H9 -1.71 0.14 3.32
H10 -4.69 0.81 3.51
H11 -3.34 1.89 3.93
H12 -3.66 0.45 4.89
H13 -3.14 3.07 0.65
H14 -4.97 2.03 -1.57
H15 -5.43 3.26 -0.39
H16 -5.09 1.62 0.16
H17 -3.05 3.51 -2.38
H18 -1.80 4.03 -1.22
H19 -3.41 4.75 -1.18
C14 5.04 1.60 -0.38
S3 3.53 1.33 0.53
C15 4.20 0.80 2.09
O7 2.98 0.01 -0.12
H20 5.61 0.68 -0.41
H21 5.59 2.39 0.14
H22 4.77 1.95 -1.38
H23 4.62 1.68 2.58
H24 4.95 0.03 1.94
H25 3.36 0.43 2.69

For the LUMO energy (spin up / spin down), the calculation gives -11.5870 / -11.6095 eV. Its spin multiplicity is 1. Its total charge is +3. The total energy is -2793.74707 Eh. The calculation puts the HOMO energy (spin up / spin down) at -17.88 / -17.91 eV.

***

Entry 7:
Below is a molecular structure, C21H18Br2N3O2Pd, with properties calculated with ωB97M-V with the def2-TZVPD basis set.

CARTESIAN COORDINATES (ANGSTROEM)
Pd1 0.84 -0.86 0.05
O1 1.45 -2.51 -1.36
C1 1.82 -2.04 -2.53
C2 3.14 -2.16 -2.98
C3 3.53 -1.66 -4.22
C4 2.62 -1.04 -5.06
C5 1.30 -0.92 -4.63
C6 0.89 -1.40 -3.40
C7 -0.55 -1.27 -2.98
O2 -1.01 -2.40 -2.26
N1 -0.82 -0.03 -2.22
N2 0.27 0.46 -1.49
C8 -0.05 1.08 -0.36
C9 0.85 2.04 0.28
Br1 2.64 2.05 -0.39
C10 0.57 2.86 1.29
C11 -0.74 3.01 1.95
C12 -0.80 3.05 3.35
C13 -2.00 3.19 4.01
C14 -3.19 3.31 3.30
C15 -3.14 3.29 1.91
C16 -1.94 3.16 1.24
H1 -0.23 -2.68 -1.72
H2 3.86 -2.64 -2.33
H3 4.57 -1.77 -4.53
H4 2.92 -0.65 -6.02
H5 0.57 -0.44 -5.27
H6 -1.19 -1.20 -3.87
H7 -1.61 -0.24 -1.60
H8 -1.09 1.13 -0.04
H9 1.39 3.42 1.73
H10 0.13 2.96 3.91
H11 -2.02 3.20 5.10
H12 -4.13 3.41 3.82
H13 -4.06 3.40 1.34
H14 -1.91 3.17 0.16
Br2 -2.67 -0.90 3.92
C17 -1.14 -1.51 2.97
C18 -1.17 -2.75 2.31
C19 -0.04 -3.14 1.65
C20 1.10 -2.31 1.66
N3 1.11 -1.10 2.28
C21 -0.03 -0.71 2.90
H15 -2.06 -3.36 2.33
H16 -0.01 -4.08 1.10
H17 2.07 -2.69 1.34
H18 -0.02 0.27 3.36

For the LUMO energy, the calculation gives 2.5110 eV. Its spin multiplicity is 1. Its total charge is -1. The total energy is -6401.70978 Eh. The calculation puts the HOMO energy at -4.00 eV.

***

Entry 8:
Below is a molecular structure, C29H45Cl19NO5P, with properties calculated with ωB97M-V with the def2-TZVPD basis set.

CARTESIAN COORDINATES (ANGSTROEM)
O1 -0.91 7.32 2.10
C1 -1.50 6.31 2.59
N1 -1.70 5.03 2.87
C2 -2.73 4.45 1.91
C3 -2.07 3.63 0.69
C4 -0.83 4.39 -0.02
O2 -0.93 5.52 -0.61
C5 0.59 3.59 0.04
C6 1.41 3.50 1.38
C7 2.77 2.66 1.36
C8 3.22 1.93 0.04
C9 2.36 2.06 -1.28
C10 1.03 2.88 -1.31
O3 -3.46 3.44 2.71
C11 -3.33 3.71 4.12
O4 -4.21 4.34 4.77
P1 -4.04 5.75 1.39
O5 -3.82 6.28 -0.22
Cl1 -5.92 4.72 1.34
H1 -1.69 2.63 1.14
H2 -2.85 3.34 -0.10
H3 1.05 4.02 2.35
H4 3.45 2.55 2.28
H5 4.17 1.28 -0.04
H6 2.68 1.55 -2.28
H7 0.36 2.98 -2.25
H8 -2.43 3.28 4.69
H9 -3.30 7.11 -0.15
Cl2 0.85 1.26 1.91
C12 0.82 -0.44 2.43
C13 0.61 -1.39 1.27
Cl3 -1.03 -1.26 0.58
H10 0.04 -0.55 3.19
H11 1.79 -0.65 2.91
H12 0.73 -2.43 1.61
H13 1.33 -1.21 0.47
Cl4 -0.24 -2.74 -2.96
C14 -1.58 -3.85 -3.37
C15 -2.12 -4.57 -2.15
Cl5 -0.95 -5.75 -1.50
H14 -1.23 -4.55 -4.13
H15 -2.37 -3.24 -3.81
H16 -3.02 -5.13 -2.42
H17 -2.38 -3.87 -1.35
Cl6 0.72 -7.83 -0.34
C16 0.68 -9.25 -1.41
C17 1.51 -10.40 -0.88
Cl7 3.26 -10.04 -0.91
H18 1.03 -8.94 -2.40
H19 -0.36 -9.55 -1.50
H20 1.36 -11.29 -1.49
H21 1.24 -10.64 0.15
Cl8 4.26 5.96 3.14
C18 2.80 6.82 3.68
C19 2.19 6.20 4.93
Cl9 1.49 4.60 4.60
H22 2.09 6.83 2.85
H23 3.09 7.85 3.89
H24 1.38 6.83 5.30
H25 2.93 6.09 5.72
Cl10 -0.35 -4.47 -6.87
C20 -0.55 -6.24 -6.89
C21 -2.00 -6.64 -7.07
Cl11 -2.99 -6.25 -5.64
H26 -0.13 -6.63 -5.96
H27 0.04 -6.61 -7.72
H28 -2.07 -7.73 -7.21
H29 -2.45 -6.16 -7.94
Cl12 -2.43 9.98 0.67
C22 -3.89 10.84 1.22
C23 -4.49 10.22 2.46
Cl13 -5.19 8.61 2.14
H30 -4.60 10.85 0.39
H31 -3.59 11.87 1.42
H32 -5.30 10.85 2.84
H33 -3.74 10.11 3.26
Cl14 -5.16 -5.79 -3.37
C24 -6.50 -6.89 -3.78
C25 -7.04 -7.62 -2.56
Cl15 -5.87 -8.79 -1.90
H34 -6.14 -7.60 -4.54
H35 -7.29 -6.28 -4.22
H36 -7.94 -8.18 -2.83
H37 -7.30 -6.92 -1.76
Cl16 8.82 5.93 -1.09
C26 7.36 6.79 -0.55
C27 6.75 6.17 0.69
Cl17 6.05 4.57 0.38
H38 6.64 6.80 -1.38
H39 7.65 7.82 -0.35
H40 5.94 6.81 1.06
H41 7.49 6.07 1.49
Cl18 6.21 -6.70 2.31
C28 6.01 -8.47 2.29
C29 4.56 -8.88 2.11
Cl19 3.57 -8.49 3.53
H42 6.43 -8.87 3.21
H43 6.61 -8.84 1.45
H44 4.50 -9.96 1.97
H45 4.11 -8.40 1.24

For the LUMO energy, the calculation gives -0.2397 eV. Its spin multiplicity is 1. The total energy is -10647.70044 Eh. The calculation puts the HOMO energy at -7.93 eV.

***

Entry 9:
Below is C5H11NO in the gas phase, with properties calculated with ωB97M-V with the def2-TZVPD basis set.

CARTESIAN COORDINATES (ANGSTROEM)
C1 -1.23 1.46 -1.36
C2 0.20 1.15 -0.93
N1 0.35 0.34 0.27
C3 1.00 1.00 1.38
C4 0.12 -1.01 0.39
C5 -0.87 -1.65 -0.56
O1 0.59 -1.65 1.32
H1 -1.19 2.23 -2.13
H2 -1.79 0.61 -1.74
H3 -1.77 1.79 -0.46
H4 0.72 2.09 -0.74
H5 0.74 0.71 -1.76
H6 0.30 1.71 1.85
H7 1.87 1.57 1.04
H8 1.40 0.34 2.14
H9 -0.78 -1.33 -1.59
H10 -0.69 -2.73 -0.59
H11 -1.86 -1.53 -0.13

For the LUMO energy, the calculation gives 0.9070 eV. Its spin multiplicity is 1. The structure (SMILES) is CCN(C)C(C)=O. The total energy is -327.10683 Eh. The calculation puts the HOMO energy at -9.10 eV.

***

Entry 10:
Below is 2 unconnected molecules or ions with the total composition C2H2BrFO, with properties calculated with ωB97M-V with the def2-TZVPD basis set.

CARTESIAN COORDINATES (ANGSTROEM)
C1 -1.21 -0.31 0.02
C2 -1.52 0.85 0.03
O1 1.84 -0.88 0.76
F1 -1.73 2.11 0.29
Br1 2.30 0.51 0.07
H1 -1.41 -1.25 -0.37
H2 0.91 0.77 -0.25

For the LUMO energy, the calculation gives 0.2383 eV. Its spin multiplicity is 1. The total energy is -2826.25179 Eh. The calculation puts the HOMO energy at -8.90 eV.

***

Entry 11:
Below is C5H4N2 in the gas phase, with properties calculated with ωB97M-V with the def2-TZVPD basis set.

CARTESIAN COORDINATES (ANGSTROEM)
C1 2.51 -0.07 0.54
C2 1.41 -0.07 -0.39
C3 0.14 -0.38 -0.02
N1 -0.68 -0.94 0.86
C4 -1.31 -0.26 -0.29
C5 -1.94 1.04 -0.09
N2 -2.47 2.05 0.07
H1 3.44 0.11 -0.07
H2 1.45 0.07 -1.46
H3 -0.73 -0.64 1.82
H4 -1.83 -0.92 -0.98

For the LUMO energy (spin up / spin down), the calculation gives -1.0327 / -1.0326 eV. Its spin multiplicity is 1. The total energy is -302.21694 Eh. The calculation puts the HOMO energy (spin up / spin down) at -8.50 / -8.50 eV.

***

Entry 12:
Below is C7H9N in the gas phase, with properties calculated with ωB97M-V with the def2-TZVPD basis set.

CARTESIAN COORDINATES (ANGSTROEM)
C1 -1.71 0.16 0.33
C2 -1.47 -1.01 -0.37
C3 0.11 -1.25 -0.29
C4 0.60 -0.60 0.92
C5 1.85 -0.12 0.21
N1 0.94 -0.11 -1.00
C6 0.07 1.18 -0.74
C7 -0.40 0.61 0.67
H1 -2.56 0.71 0.58
H2 -2.11 -1.41 -1.25
H3 0.28 -2.25 -0.85
H4 0.45 -0.58 2.15
H5 2.67 0.76 0.51
H6 2.45 -1.05 0.04
H7 0.46 2.30 -0.95
H8 -0.95 1.36 -1.32
H9 -0.69 1.30 1.36

For the LUMO energy, the calculation gives 1.0639 eV. Its spin multiplicity is 1. The structure (SMILES) is C1=C[C@@H]2[C@H]3CN2C[C@@H]13. The total energy is -326.64376 Eh. The calculation puts the HOMO energy at -8.83 eV.